Record 1
Below is one molecule with the formula C9H19N3O2S at a distorted geometry, with properties calculated with ωB97M-V/def2-TZVPD.

The value obtained for the energy above the lowest of the compared OMol25 structures with the same formula, charge and spin is 118.3 kcal/mol. Its frontier orbital gap is 8.4 eV. The SMILES is CCCC[N@H+]1[C@H](S)N(C)[C@@H](C(=O)[O-])N1C.

```
! wB97M-V def2-TZVPD RIJCOSX def2/J DEFGRID3
* xyz 0 1
C -4.081 -1.105 -0.115
C -3.383 -0.116 0.889
C -2.221 0.626 0.233
C -1.168 -0.254 -0.356
N 0.131 0.540 -0.552
C 1.011 0.866 0.707
S 0.968 2.700 0.796
N 2.336 0.500 0.398
C 3.022 0.134 1.633
C 2.076 -0.697 -0.492
C 1.571 -1.937 0.305
O 0.755 -1.664 1.220
O 2.073 -3.003 -0.057
N 1.012 -0.163 -1.389
C 1.625 0.464 -2.546
H -3.310 -1.858 -0.282
H -4.403 -0.703 -1.080
H -5.034 -1.603 0.225
H -4.005 0.789 1.125
H -3.049 -0.617 1.792
H -2.577 1.295 -0.529
H -1.688 1.389 0.787
H -0.780 -1.021 0.319
H -1.316 -0.499 -1.310
H -0.025 1.355 -1.106
H 0.742 0.521 1.711
H 1.821 2.781 1.836
H 2.385 -0.037 2.595
H 3.682 -0.753 1.455
H 3.597 0.947 1.815
H 2.998 -0.760 -1.202
H 0.939 1.106 -2.902
H 2.533 1.029 -2.507
H 1.762 -0.252 -3.414
*
```

From a Mulliken analysis of the wavefunction, the atomic charges in e read:
1 C -1.08
2 C -0.47
3 C -0.53
4 C -0.98
5 N -0.01
6 C -0.26
7 S -0.25
8 N -0.03
9 C -1.06
10 C -0.11
11 C 0.46
12 O -0.70
13 O -0.74
14 N -0.34
15 C -1.16
16 H 0.31
17 H 0.30
18 H 0.32
19 H 0.30
20 H 0.30
21 H 0.38
22 H 0.48
23 H 0.46
24 H 0.60
25 H 0.57
26 H 0.34
27 H 0.15
28 H 0.25
29 H 0.36
30 H 0.55
31 H 0.35
32 H 0.51
33 H 0.39
34 H 0.33

---

Record 2
Below is C35H25Cl3F2GaN3O2SSi as an isolated structure at a distorted geometry, with properties calculated with ωB97M-V/def2-TZVPD.

The value obtained for the energy above the lowest of the compared OMol25 structures with the same formula, charge and spin is 60.4 kcal/mol. Its frontier orbital gap is 7.5 eV.

```
! wB97M-V def2-TZVPD RIJCOSX def2/J DEFGRID3
* xyz 0 1
Ga 0.395 0.476 -0.568
F -0.639 5.406 -2.399
C -1.019 4.350 -1.664
C -0.219 3.224 -1.629
C -0.632 2.141 -0.871
C -1.829 2.199 -0.127
C -2.587 3.364 -0.207
F -3.749 3.490 0.475
C -2.206 4.449 -0.966
C -2.181 1.021 0.700
C -3.311 0.892 1.516
C -3.507 -0.278 2.222
C -2.594 -1.320 2.116
C -1.498 -1.127 1.307
N -1.305 0.009 0.629
H 0.700 3.156 -2.198
H -2.815 5.340 -1.009
H -4.018 1.698 1.591
H -4.378 -0.378 2.856
H -2.724 -2.253 2.645
H -0.746 -1.894 1.171
S -0.375 -3.736 -5.572
C -0.265 -2.631 -4.181
C 0.773 -2.767 -3.277
C 0.859 -1.880 -2.221
N -0.044 -0.913 -2.036
C -1.040 -0.767 -2.919
C -1.182 -1.598 -4.004
C -1.978 -4.438 -5.216
C -2.098 -5.499 -4.330
C -3.363 -6.011 -4.083
N -4.472 -5.544 -4.652
C -4.341 -4.538 -5.510
C -3.123 -3.952 -5.829
H 1.521 -3.536 -3.400
H 1.677 -1.924 -1.513
H -1.711 0.065 -2.748
H -1.983 -1.435 -4.711
H -1.227 -5.915 -3.844
H -3.490 -6.838 -3.393
H -5.255 -4.178 -5.970
H -3.069 -3.144 -6.545
Cl 4.464 -2.251 2.635
C 3.460 -1.742 1.228
Cl 3.918 0.036 0.834
Cl 1.779 -1.670 1.982
C 2.541 0.428 -2.723
O 2.507 -0.396 -3.648
O 1.680 1.300 -2.410
C 6.440 1.150 2.013
C 6.080 2.279 2.868
C 4.885 2.806 3.162
C 3.604 2.343 2.647
C 3.073 1.475 1.864
C 6.180 0.154 1.208
Si 1.668 2.386 2.488
C 0.643 1.886 3.939
C -0.082 0.704 4.056
C -0.859 0.460 5.178
C -0.920 1.395 6.201
C -0.203 2.580 6.101
C 0.567 2.826 4.976
H 7.536 0.954 1.960
H 6.934 2.763 3.324
H 4.874 3.660 3.825
H 1.827 0.109 -0.483
H 3.446 0.301 -2.044
H 1.082 3.520 1.764
H -0.017 -0.048 3.279
H -1.409 -0.469 5.257
H -1.523 1.201 7.078
H -0.243 3.311 6.898
H 1.116 3.760 4.910
*
```

From a Mulliken analysis of the wavefunction, the atomic charges in e read:
1 Ga 0.53
2 F -0.35
3 C 0.18
4 C -0.73
5 C 1.65
6 C -0.59
7 C 0.58
8 F -0.35
9 C -0.86
10 C 0.62
11 C -0.98
12 C -0.53
13 C -1.23
14 C -0.32
15 N 0.27
16 H 0.64
17 H 0.52
18 H 0.63
19 H 0.45
20 H 0.49
21 H 0.78
22 S -0.12
23 C 0.49
24 C -0.69
25 C -0.46
26 N 0.17
27 C -0.10
28 C -0.91
29 C 0.15
30 C -0.21
31 C -0.37
32 N -0.58
33 C -0.39
34 C -0.05
35 H 0.49
36 H 0.66
37 H 0.48
38 H 0.36
39 H 0.40
40 H 0.36
41 H 0.35
42 H 0.44
43 Cl -0.14
44 C -0.12
45 Cl 0.28
46 Cl -0.15
47 C 0.06
48 O -0.66
49 O -0.58
50 C -0.03
51 C -0.01
52 C -0.53
53 C 0.42
54 C 0.15
55 C -0.86
56 Si -0.26
57 C 0.33
58 C 0.62
59 C -0.70
60 C -0.50
61 C -0.69
62 C -0.48
63 H 0.33
64 H 0.32
65 H 0.37
66 H -0.80
67 H 0.20
68 H -0.08
69 H 0.08
70 H 0.44
71 H 0.39
72 H 0.38
73 H 0.35

---

Record 3
Below is C30H52BrMnN3P2S as an isolated structure at a distorted geometry, with properties calculated with ωB97M-V/def2-TZVPD.

The value obtained for the energy above the lowest of the compared OMol25 structures with the same formula, charge and spin is 0.0 kcal/mol. Its expectation value of S² is 8.8282. Its frontier orbital gap (alpha / beta) is 6.7 / 6.3 eV.

```
! wB97M-V def2-TZVPD RIJCOSX def2/J DEFGRID3
* xyz 2 6
N -5.283 -1.695 3.430
C -4.416 -0.815 3.955
C -4.101 0.377 3.304
C -4.649 0.628 2.028
C -5.575 -0.297 1.507
C -5.872 -1.440 2.261
C -4.139 1.696 1.227
Mn 0.312 0.683 -0.940
P 2.875 0.593 -1.866
C -4.288 1.765 -0.129
C -3.097 2.084 -0.872
C -2.893 1.545 -2.174
C -1.620 1.528 -2.724
C -0.538 2.124 -1.997
C -0.769 2.801 -0.727
C -2.068 2.831 -0.246
Br 1.005 2.994 -3.192
H -3.534 2.425 1.768
H -5.167 1.419 -0.676
H -3.408 1.089 3.760
H -6.030 -0.141 0.527
H -3.957 -1.066 4.916
H -6.596 -2.177 1.878
H -3.776 1.188 -2.725
H -2.321 3.466 0.611
H -1.421 1.213 -3.741
H -0.007 3.473 -0.332
P -0.421 -1.856 -1.234
C 3.389 2.208 -1.125
C 4.498 2.993 -1.802
H 3.633 2.009 -0.069
H 2.481 2.829 -1.099
H 4.687 3.916 -1.238
H 5.443 2.443 -1.827
H 4.224 3.296 -2.822
C 2.801 0.378 -3.698
C 4.067 0.719 -4.467
H 1.962 0.996 -4.053
H 2.507 -0.677 -3.874
H 3.839 0.878 -5.531
H 4.532 1.643 -4.104
H 4.798 -0.101 -4.422
C 4.208 -0.576 -1.391
C 5.655 -0.123 -1.588
H 4.024 -1.488 -1.971
H 4.020 -0.828 -0.342
H 6.332 -0.952 -1.349
H 5.865 0.162 -2.628
H 5.930 0.716 -0.937
C 0.224 -3.331 -0.338
C 1.727 -3.564 -0.470
H -0.324 -4.194 -0.752
H -0.057 -3.248 0.720
H 1.951 -4.607 -0.205
H 2.096 -3.403 -1.492
H 2.291 -2.912 0.209
C -0.326 -2.528 -2.945
C -1.098 -1.749 -4.001
H -0.705 -3.562 -2.874
H 0.743 -2.589 -3.201
H -0.788 -2.088 -4.994
H -2.178 -1.913 -3.925
H -0.920 -0.672 -3.944
C -2.247 -1.882 -0.924
C -2.750 -2.521 0.365
H -2.703 -2.380 -1.793
H -2.560 -0.825 -0.964
H -3.804 -2.804 0.243
H -2.199 -3.430 0.642
H -2.714 -1.809 1.198
C 1.629 2.444 2.418
N 0.925 1.512 3.290
C 0.116 2.116 4.356
C 0.622 0.281 2.836
S 1.036 -0.191 1.219
N 0.029 -0.587 3.714
C 0.522 -0.749 5.088
C -0.574 -1.806 3.201
H 1.835 3.346 2.991
H 1.018 2.681 1.535
H 2.571 1.994 2.092
H -0.734 1.479 4.608
H 0.729 2.269 5.255
H -0.241 3.098 4.011
H -0.339 -1.025 5.704
H 1.260 -1.558 5.173
H 0.968 0.168 5.469
H -1.260 -2.180 3.969
H -1.116 -1.598 2.273
H 0.200 -2.560 2.986
*
```

From a Mulliken analysis of the wavefunction, the atomic charges in e read:
1 N -0.54
2 C -0.58
3 C -0.29
4 C 0.64
5 C -0.36
6 C -0.52
7 C -0.41
8 Mn 0.90
9 P 0.18
10 C -0.72
11 C 0.56
12 C -1.01
13 C -0.84
14 C 0.18
15 C -0.15
16 C -1.03
17 Br -0.07
18 H 0.38
19 H 0.59
20 H 0.39
21 H 0.32
22 H 0.44
23 H 0.40
24 H 0.43
25 H 0.71
26 H 0.87
27 H 0.88
28 P 1.35
29 C 0.28
30 C -1.51
31 H 0.24
32 H -0.05
33 H 0.44
34 H 0.29
35 H 0.27
36 C 0.03
37 C -1.44
38 H 0.14
39 H 0.23
40 H 0.43
41 H 0.25
42 H 0.32
43 C -0.22
44 C -1.41
45 H 0.44
46 H 0.40
47 H 0.42
48 H 0.27
49 H 0.31
50 C -0.65
51 C -1.19
52 H 0.66
53 H -0.03
54 H 0.41
55 H 0.25
56 H 0.27
57 C -0.89
58 C -0.92
59 H 0.52
60 H 0.33
61 H 0.45
62 H 0.34
63 H -0.06
64 C 0.38
65 C -1.14
66 H 0.49
67 H -0.63
68 H 0.43
69 H 0.33
70 H -0.02
71 C -1.41
72 N 0.29
73 C -1.32
74 C -0.48
75 S -0.09
76 N 0.34
77 C -1.05
78 C -0.66
79 H 0.59
80 H 0.33
81 H 0.40
82 H 0.46
83 H 0.35
84 H 0.44
85 H 0.35
86 H 0.35
87 H 0.37
88 H 0.44
89 H -0.30
90 H 0.37